(1)
# C31H45BrS5SbSi3Tl

C31H45BrS5SbSi3Tl as an isolated structure (ωB97M-V with the def2-TZVPD basis set, OMol25).

total charge: -2
relative energy (zero: lowest compared OMol25 entry of this formula, charge and spin): 0.0 kJ/mol
HOMO level: -0.69 eV
orbital gap: 4.60 eV

Cartesian coordinates (Å):
Tl  1.77  0.30  -0.79
C  -2.68  2.15  -1.98
C  -1.27  2.65  -2.10
C  -0.49  2.29  -3.19
C  0.84  2.69  -3.30
C  1.71  2.17  -4.41
C  1.36  3.53  -2.32
C  0.60  3.92  -1.22
C  1.19  4.80  -0.15
C  -0.71  3.46  -1.12
H  -2.71  1.06  -2.10
H  -3.32  2.58  -2.76
H  -3.11  2.39  -1.01
H  -0.90  1.61  -3.94
H  1.24  2.33  -5.38
H  1.87  1.10  -4.29
H  2.68  2.65  -4.40
H  2.40  3.84  -2.38
H  0.82  5.83  -0.23
H  2.28  4.83  -0.23
H  0.94  4.43  0.84
H  -1.29  3.72  -0.24
Br  4.70  2.01  -1.27
C  4.72  2.91  0.41
C  5.78  3.73  0.66
C  5.84  4.43  1.89
C  4.84  4.29  2.80
C  3.73  3.45  2.54
C  2.69  3.33  3.49
C  1.62  2.52  3.22
C  1.55  1.81  2.00
C  2.53  1.86  1.03
C  3.64  2.71  1.33
H  6.57  3.84  -0.07
H  6.69  5.08  2.09
H  4.88  4.83  3.74
H  2.76  3.88  4.42
H  0.81  2.43  3.94
H  0.66  1.20  1.82
S  4.25  -6.89  -2.09
C  4.01  -5.24  -1.91
S  3.71  -4.16  -3.21
C  3.54  -2.65  -2.32
C  3.70  -2.78  -0.98
S  3.59  -1.57  0.28
S  4.01  -4.41  -0.42
S  3.16  -1.26  -3.29
C  -5.16  -0.75  -0.94
Si  -4.37  -1.17  0.72
C  -5.03  0.10  1.95
C  -5.03  -2.85  1.27
Sb  -1.84  -0.86  0.56
Si  -1.34  -2.52  -1.35
C  -2.65  -3.86  -1.48
C  -1.33  -1.53  -2.93
C  0.31  -3.33  -1.05
Si  -1.19  -2.37  2.52
C  -2.14  -1.78  4.04
C  0.63  -2.15  2.83
C  -1.59  -4.20  2.30
H  -6.25  -0.84  -0.88
H  -4.81  -1.42  -1.73
H  -4.91  0.27  -1.23
H  -6.12  0.04  2.02
H  -4.75  1.11  1.65
H  -4.61  -0.07  2.95
H  -6.12  -2.85  1.27
H  -4.69  -3.08  2.28
H  -4.68  -3.64  0.61
H  -3.65  -3.46  -1.67
H  -2.69  -4.46  -0.57
H  -2.39  -4.53  -2.31
H  -2.30  -1.06  -3.13
H  -1.07  -2.18  -3.78
H  -0.56  -0.75  -2.87
H  0.30  -4.01  -0.20
H  1.09  -2.59  -0.88
H  0.60  -3.90  -1.94
H  -1.96  -0.72  4.21
H  -1.82  -2.33  4.93
H  -3.22  -1.92  3.93
H  0.86  -1.11  3.10
H  1.24  -2.36  1.94
H  0.96  -2.80  3.64
H  -2.65  -4.37  2.13
H  -1.30  -4.76  3.20
H  -1.03  -4.62  1.46


(2)
# C8H32N12O9

A 8-piece molecular cluster, C8H32N12O9 overall in a non-equilibrium geometry (ωB97M-V with the def2-TZVPD basis set, OMol25).

relative energy (zero: lowest compared OMol25 entry of this formula, charge and spin): 0.0 kJ/mol
HOMO level: -9.33 eV
SMILES: NC(N)=O.NC(N)=O.NC(N)=O.NC(N)=O.NC(N)=O.NC(N)=O.OCCO.O
orbital gap: 9.79 eV

Cartesian coordinates (Å):
C  2.85  0.49  -4.44
C  3.72  -0.25  -3.45
O  3.48  0.17  -2.13
O  1.58  -0.24  -4.52
H  3.17  0.53  -5.49
H  2.60  1.49  -4.10
H  4.77  -0.10  -3.69
H  3.50  -1.33  -3.49
H  2.50  0.13  -2.00
H  1.84  -1.09  -4.89
C  -3.42  2.62  -0.15
O  -2.30  2.95  -0.49
N  -4.45  2.50  -1.05
N  -3.75  2.23  1.12
H  -5.23  1.89  -0.87
H  -4.32  2.83  -1.99
H  -4.70  1.93  1.29
H  -3.04  2.14  1.83
C  0.67  0.39  -0.09
O  0.81  0.35  -1.33
N  -0.22  1.22  0.49
N  1.29  -0.48  0.75
H  -0.25  1.31  1.49
H  -0.73  1.86  -0.10
H  1.75  -1.26  0.30
H  1.06  -0.59  1.72
C  -0.82  -3.14  -2.54
O  -0.39  -3.67  -1.50
N  -0.49  -1.91  -3.00
N  -1.69  -3.85  -3.31
H  0.11  -1.29  -2.45
H  -0.59  -1.80  -3.99
H  -2.01  -3.52  -4.20
H  -1.73  -4.82  -3.03
C  1.23  -4.40  1.40
O  1.90  -4.51  2.42
N  -0.14  -4.49  1.38
N  1.77  -4.12  0.19
H  -0.70  -4.78  2.15
H  -0.63  -4.19  0.54
H  1.16  -3.95  -0.61
H  2.75  -4.19  0.03
C  -1.35  3.47  3.40
O  -1.94  2.38  3.48
N  -0.01  3.62  3.51
N  -2.03  4.66  3.29
H  0.55  2.77  3.58
H  0.41  4.46  3.15
H  -3.03  4.71  3.37
H  -1.57  5.55  3.38
C  0.68  0.07  4.00
O  1.23  1.17  4.12
N  -0.65  -0.07  3.72
N  1.42  -1.07  4.03
H  -1.26  0.74  3.71
H  -1.03  -0.99  3.84
H  2.39  -0.90  4.26
H  1.00  -1.96  4.19
O  0.43  2.98  -2.40
H  0.57  2.03  -2.24
H  1.30  3.32  -2.62


(3)
# C52H76F2N3O13

A 7-piece molecular cluster, C52H76F2N3O13 overall in a non-equilibrium geometry (ωB97M-V with the def2-TZVPD basis set, OMol25).

total charge: +1
HOMO level: -10.91 eV
orbital gap: 8.62 eV

Cartesian coordinates (Å):
C  1.96  -1.21  3.42
C  2.32  -0.45  2.58
C  2.64  0.42  1.42
C  2.04  -0.01  0.06
C  3.00  0.50  -1.06
C  4.10  -0.44  -1.51
C  5.30  -0.57  -0.59
F  4.59  0.09  -2.72
C  1.60  -1.47  -0.05
C  2.61  -2.58  0.30
C  1.98  -3.76  1.06
C  0.92  -4.54  0.22
C  -0.50  -4.44  0.83
C  -1.33  -3.34  0.18
O  -2.69  -3.73  0.04
C  -3.31  -2.81  -0.85
N  1.06  -1.75  -1.40
C  0.17  -0.82  -1.85
N  -0.47  -1.13  -2.97
C  -0.23  -2.36  -3.71
F  -1.31  -2.49  -4.56
C  1.04  -2.29  -4.58
C  1.76  -3.66  -4.65
N  -0.11  0.35  -1.26
C  0.72  0.82  -0.12
C  -0.13  0.77  1.09
C  -0.68  0.42  2.10
C  0.99  2.35  -0.37
C  -0.18  3.28  -0.09
C  0.11  4.43  0.64
C  -0.85  5.39  0.94
C  -2.15  5.21  0.48
C  -2.45  4.06  -0.24
C  -1.49  3.11  -0.54
H  1.58  -1.95  4.09
H  2.35  1.43  1.69
H  3.72  0.45  1.35
H  3.48  1.41  -0.72
H  2.39  0.70  -1.95
H  3.75  -1.44  -1.78
H  5.05  -0.94  0.40
H  5.77  0.41  -0.51
H  6.03  -1.20  -1.09
H  0.76  -1.61  0.64
H  3.41  -2.18  0.91
H  3.11  -3.00  -0.58
H  1.62  -3.49  2.04
H  2.80  -4.47  1.22
H  0.95  -4.23  -0.82
H  1.20  -5.60  0.24
H  -0.41  -4.25  1.90
H  -1.00  -5.40  0.71
H  -0.94  -3.19  -0.84
H  -1.28  -2.40  0.75
H  -3.07  -1.78  -0.56
H  -2.93  -3.02  -1.86
H  -4.39  -2.91  -0.82
H  1.79  -1.94  -2.08
H  -1.13  -0.47  -3.37
H  -0.20  -3.22  -3.04
H  0.71  -1.97  -5.57
H  1.73  -1.52  -4.23
H  2.81  -3.53  -4.41
H  1.66  -4.07  -5.65
H  1.36  -4.36  -3.92
H  -0.31  1.07  -1.95
H  -1.15  0.09  2.99
H  1.88  2.70  0.15
H  1.22  2.45  -1.44
H  1.12  4.59  0.99
H  -0.56  6.27  1.49
H  -2.88  5.97  0.69
H  -3.47  3.94  -0.59
H  -1.78  2.24  -1.11
O  2.71  6.24  3.52
C  2.22  5.20  3.86
O  2.62  4.01  3.35
C  1.77  2.96  3.86
C  1.18  3.50  5.15
C  1.09  4.99  4.84
H  1.00  2.74  3.11
H  2.37  2.06  4.02
H  0.24  3.05  5.41
H  1.87  3.35  5.97
H  0.15  5.25  4.34
H  1.23  5.61  5.73
O  -5.52  -2.00  -2.86
C  -6.03  -2.96  -3.36
O  -6.97  -3.70  -2.73
C  -7.32  -4.85  -3.53
C  -6.93  -4.47  -4.95
C  -5.73  -3.56  -4.72
H  -6.76  -5.71  -3.15
H  -8.38  -5.05  -3.42
H  -6.73  -5.33  -5.58
H  -7.74  -3.91  -5.41
H  -4.80  -4.12  -4.66
H  -5.65  -2.78  -5.48
O  -8.96  -5.52  -7.69
C  -9.88  -5.73  -6.96
O  -9.96  -5.20  -5.71
C  -11.12  -5.72  -5.03
C  -12.06  -6.17  -6.14
C  -11.08  -6.61  -7.22
H  -10.81  -6.54  -4.38
H  -11.56  -4.93  -4.41
H  -12.75  -6.95  -5.82
H  -12.65  -5.33  -6.50
H  -10.78  -7.66  -7.10
H  -11.47  -6.45  -8.22
O  2.25  12.41  1.17
C  2.74  11.45  1.69
O  2.02  10.49  2.32
C  2.89  9.53  2.93
C  4.20  9.64  2.17
C  4.22  11.12  1.79
H  3.01  9.78  3.99
H  2.45  8.54  2.85
H  5.07  9.32  2.75
H  4.16  9.03  1.26
H  4.67  11.74  2.56
H  4.72  11.29  0.84
O  6.72  -3.43  0.02
C  6.88  -3.88  -1.08
O  5.99  -3.67  -2.09
C  6.39  -4.41  -3.26
C  7.88  -4.65  -3.08
C  8.01  -4.76  -1.57
H  5.82  -5.34  -3.29
H  6.16  -3.83  -4.15
H  8.24  -5.53  -3.62
H  8.44  -3.79  -3.44
H  7.84  -5.77  -1.21
H  8.96  -4.38  -1.21
O  0.27  3.06  7.67
C  0.45  3.78  8.62
O  1.31  4.82  8.59
C  1.39  5.43  9.89
C  0.10  5.04  10.59
C  -0.18  3.67  9.99
H  2.28  5.05  10.40
H  1.50  6.51  9.77
H  0.19  5.04  11.68
H  -0.69  5.74  10.32
H  0.31  2.87  10.54
H  -1.25  3.47  9.91


(4)
# C31H50IrN7O2Si

C31H50IrN7O2Si as an isolated structure in a non-equilibrium geometry (ωB97M-V with the def2-TZVPD basis set, OMol25).

total charge: +2
relative energy (zero: lowest compared OMol25 entry of this formula, charge and spin): 137.8 kJ/mol
HOMO level (alpha / beta): -10.26 / -13.16 eV
multiplicity: 5
expectation value of S²: 6.071
orbital gap (alpha / beta): 4.12 / 5.27 eV

Cartesian coordinates (Å):
Ir  -1.01  -0.31  -0.58
N  -2.86  3.24  -5.08
C  -2.57  2.45  -3.83
C  -3.81  2.27  -3.00
C  -3.47  1.75  -1.55
N  -2.98  0.32  -1.43
C  -2.43  2.71  -0.94
C  -1.03  2.58  -1.77
N  -0.55  1.15  -1.94
C  -1.34  3.14  -3.13
H  -3.65  2.84  -5.66
H  -1.99  3.29  -5.68
H  -3.17  4.20  -4.85
H  -2.31  1.48  -4.32
H  -4.59  1.62  -3.44
H  -4.37  3.21  -2.87
H  -4.41  1.74  -0.99
H  -3.01  -0.11  -2.37
H  -3.71  -0.23  -0.94
H  -2.34  2.56  0.15
H  -2.82  3.72  -1.17
H  -0.33  3.13  -1.12
H  0.51  1.09  -2.10
H  -0.99  0.79  -2.83
H  -0.51  3.13  -3.84
H  -1.58  4.22  -3.06
O  -4.87  -6.61  -0.48
N  -4.68  -5.71  -1.31
O  -4.83  -5.77  -2.55
C  -4.17  -4.44  -0.80
C  -4.28  -4.22  0.56
C  -3.71  -3.10  1.22
C  -3.89  -2.70  2.58
C  -3.22  -1.53  2.97
C  -2.40  -0.82  2.12
N  -2.11  -1.27  0.89
C  -2.75  -2.34  0.42
C  -2.53  -2.72  -0.95
N  -1.51  -2.06  -1.59
C  -1.19  -2.42  -2.84
C  -1.75  -3.51  -3.50
C  -2.73  -4.21  -2.86
C  -3.20  -3.80  -1.59
H  -4.87  -4.94  1.11
H  -4.50  -3.15  3.28
H  -3.39  -1.23  4.00
H  -1.86  0.07  2.55
H  -0.43  -1.83  -3.27
H  -1.48  -3.62  -4.51
H  -3.27  -5.05  -3.39
C  2.86  1.77  -0.89
C  3.51  1.96  0.58
C  2.92  3.24  1.18
C  5.07  1.93  0.52
Si  2.68  0.56  1.76
C  3.13  -1.18  1.20
C  2.03  -2.15  1.62
C  4.53  -1.57  1.75
C  3.38  -1.20  -0.34
C  2.97  0.72  3.72
C  2.03  1.75  4.30
C  4.48  1.18  3.86
C  2.83  -0.51  4.69
H  2.02  1.15  -0.97
H  3.68  1.48  -1.60
H  2.48  2.77  -1.23
H  3.16  4.07  0.48
H  3.33  3.43  2.17
H  1.80  3.18  1.23
H  5.50  0.95  0.76
H  5.57  2.69  1.17
H  5.37  2.18  -0.51
H  1.50  -1.92  2.56
H  2.57  -3.10  1.86
H  1.26  -2.27  0.76
H  4.49  -1.57  2.80
H  5.42  -1.01  1.32
H  4.69  -2.58  1.41
H  2.62  -0.75  -0.98
H  3.54  -2.21  -0.68
H  4.34  -0.70  -0.60
H  1.05  1.35  4.69
H  1.75  2.65  3.67
H  2.49  2.28  5.17
H  4.58  2.04  3.17
H  5.20  0.46  3.49
H  4.74  1.47  4.90
H  3.01  -0.09  5.68
H  3.60  -1.31  4.56
H  1.78  -0.95  4.78
N  0.93  0.45  1.53
C  0.01  0.37  0.74